ORCA calculation (the ωB97M-V functional and the def2-TZVPD basis) on a structure of composition C31H42N2NaO2P2S.

Frontier orbital gap: 8.205 eV
Multiplicity: 1
Largest force on an atom: 0.636 eV/A
Energy above the lowest of the compared OMol25 structures with the same formula, charge and spin: 2.7 kcal/mol
LUMO level: -2.7092 eV
Charge: +1

Atoms and positions in Å:
Na: 0.352 -0.876 0.161
C: -3.368 0.006 -1.178
P: -2.484 -0.387 0.379
C: -3.267 0.804 1.535
C: -3.290 -1.965 0.881
C: -4.684 -2.046 0.871
C: -5.343 -3.206 1.230
C: -4.610 -4.322 1.609
C: -3.230 -4.258 1.626
C: -2.549 -3.092 1.270
P: -0.711 -3.083 1.308
C: -0.342 -3.872 2.919
C: -0.317 -4.447 0.144
H: -4.447 0.091 -1.048
H: -3.159 -0.778 -1.907
H: -2.993 0.954 -1.570
H: -4.355 0.742 1.521
H: -2.970 1.817 1.256
H: -2.920 0.615 2.551
H: -5.270 -1.185 0.576
H: -6.424 -3.243 1.213
H: -5.114 -5.237 1.890
H: -2.671 -5.138 1.920
H: -0.786 -4.862 3.019
H: -0.704 -3.240 3.730
H: 0.740 -3.968 3.021
H: -0.820 -5.377 0.413
H: 0.760 -4.618 0.141
H: -0.620 -4.166 -0.865
C: -0.429 2.929 -0.842
C: -0.261 3.176 -2.335
C: 0.977 2.501 -2.913
N: 0.976 1.039 -2.766
C: 0.044 0.144 -3.094
S: 0.057 -1.426 -2.470
N: -0.987 0.521 -3.910
C: -1.045 1.374 -5.044
O: -2.110 1.853 -5.334
C: 0.184 1.550 -5.858
C: 0.292 2.715 -6.614
C: 1.407 2.914 -7.409
C: 2.399 1.943 -7.467
C: 2.276 0.769 -6.736
C: 1.170 0.570 -5.925
H: -1.285 3.475 -0.448
H: 0.454 3.249 -0.286
H: -0.592 1.868 -0.630
H: -0.162 4.246 -2.533
H: -1.158 2.857 -2.867
H: 1.858 2.830 -2.360
H: 1.138 2.781 -3.955
H: 1.772 0.628 -2.303
H: -1.835 -0.014 -3.784
H: -0.503 3.447 -6.570
H: 1.501 3.821 -7.991
H: 3.266 2.096 -8.096
H: 3.037 0.004 -6.806
H: 1.066 -0.356 -5.375
C: 2.363 2.108 6.898
C: 2.524 1.411 5.580
C: 3.574 0.533 5.353
C: 3.738 -0.105 4.133
C: 4.916 -1.035 3.973
C: 2.802 0.135 3.104
C: 3.021 -0.540 1.828
O: 2.276 -0.530 0.856
C: 1.722 1.023 3.322
C: 0.676 1.332 2.284
C: 1.614 1.645 4.552
H: 3.121 1.796 7.613
H: 1.381 1.900 7.326
H: 2.438 3.188 6.770
H: 4.287 0.343 6.146
H: 5.454 -1.111 4.916
H: 5.620 -0.675 3.223
H: 4.612 -2.043 3.689
H: 3.959 -1.104 1.744
H: 1.119 1.501 1.304
H: 0.112 2.220 2.565
H: -0.039 0.508 2.203
H: 0.796 2.336 4.719

---

ORCA calculation (the ωB97M-V functional and the def2-TZVPD basis) on a structure of composition C31H42N3NiO3PS5Sb2.

Frontier orbital gap (alpha / beta): 4.989 / 4.933 eV
Multiplicity: 1
Largest force on an atom: 3.658 eV/A
LUMO level (alpha / beta): -1.2531 / -1.3076 eV
Charge: 0

Atoms and positions in Å:
Ni: -0.058 0.665 -0.277
S: 3.865 -3.179 4.535
C: 2.992 -2.280 3.490
S: 3.473 -1.959 1.858
C: 2.088 -1.012 1.360
C: 1.122 -0.797 2.351
S: -0.299 0.071 2.154
S: 1.478 -1.538 3.896
S: 1.984 -0.443 -0.210
C: 0.034 -1.083 -4.339
Sb: 0.098 0.556 -2.970
C: 1.917 1.437 -3.655
C: -1.298 1.833 -4.015
C: -2.608 1.164 -4.286
C: -2.773 0.484 -5.494
C: -3.949 -0.169 -5.815
C: -5.008 -0.139 -4.918
C: -4.862 0.538 -3.721
C: -3.675 1.185 -3.377
C: -3.593 1.854 -2.042
Sb: -2.688 0.579 -0.527
C: -4.079 0.950 1.053
C: -3.547 -1.256 -1.173
H: 0.201 -0.743 -5.358
H: -0.934 -1.574 -4.278
H: 0.816 -1.790 -4.066
H: 1.730 2.014 -4.561
H: 2.644 0.655 -3.869
H: 2.311 2.087 -2.876
H: -0.813 2.112 -4.951
H: -1.386 2.722 -3.394
H: -1.952 0.481 -6.201
H: -4.043 -0.684 -6.761
H: -5.943 -0.630 -5.153
H: -5.692 0.575 -3.026
H: -4.595 2.086 -1.682
H: -3.018 2.779 -2.069
H: -5.055 0.555 0.775
H: -4.160 2.020 1.236
H: -3.731 0.460 1.961
H: -4.590 -1.117 -1.447
H: -3.460 -1.968 -0.355
H: -2.990 -1.637 -2.027
C: -2.366 4.381 0.949
C: -1.259 3.606 1.629
O: -0.005 3.833 0.976
P: 0.522 2.803 -0.166
O: 2.102 3.107 -0.036
C: 2.744 2.668 1.182
C: 3.169 3.864 1.999
O: 0.240 3.592 -1.548
C: 0.670 4.953 -1.755
C: -0.453 5.717 -2.418
H: -3.307 4.243 1.482
H: -2.500 4.047 -0.081
H: -2.133 5.446 0.935
H: -1.471 2.531 1.643
H: -1.122 3.930 2.661
H: 3.594 2.056 0.878
H: 2.061 2.025 1.748
H: 3.838 4.502 1.421
H: 3.697 3.533 2.894
H: 2.303 4.451 2.299
H: 1.560 4.921 -2.386
H: 0.946 5.398 -0.799
H: -0.739 5.248 -3.359
H: -0.136 6.739 -2.629
H: -1.328 5.755 -1.770
N: -1.534 -8.962 5.860
C: -1.393 -8.204 5.010
C: -1.222 -7.254 3.943
C: -1.580 -7.606 2.645
C: -1.427 -6.694 1.618
C: -0.902 -5.437 1.890
C: -0.528 -5.086 3.183
C: -0.697 -5.994 4.212
N: -0.744 -4.500 0.844
C: -0.348 -4.749 -0.455
C: -0.288 -3.531 -1.059
N: -0.648 -2.539 -0.178
C: -0.916 -3.151 0.940
H: -1.989 -8.587 2.450
H: -1.729 -6.942 0.611
H: -0.084 -4.118 3.372
H: -0.407 -5.735 5.220
H: -0.105 -5.739 -0.790
H: 0.017 -3.307 -2.068
H: -1.231 -2.682 1.859

---

ORCA calculation (the ωB97M-V functional and the def2-TZVPD basis) on an isolated molecule of C31H42N4O4S.

Frontier orbital gap: 8.238 eV
Multiplicity: 1
Largest force on an atom: 1.020 eV/A
SMILES: CCCCN(CCCC)CCNC(=O)c1cn(CC)c2ccc(S(=O)(=O)N3CCc4ccccc4C3)cc2c1=O
Energy above the lowest of the compared OMol25 structures with the same formula, charge and spin: 0.0 kcal/mol
LUMO level: -0.0861 eV
Charge: 0

Atoms and positions in Å:
C: -1.768 -2.698 -2.859
C: -0.542 -2.379 -3.707
C: 0.197 -1.149 -3.187
C: 1.447 -0.837 -4.015
N: 2.183 0.289 -3.457
C: 2.111 1.494 -4.261
C: 0.722 2.129 -4.229
C: 0.706 3.487 -4.926
C: -0.682 4.114 -4.906
C: 3.532 -0.003 -3.006
C: 3.857 0.778 -1.731
N: 3.015 0.314 -0.657
C: 3.345 0.442 0.632
O: 4.362 0.993 1.027
C: 2.341 -0.114 1.597
C: 2.545 0.175 2.909
N: 1.732 -0.180 3.924
C: 2.138 0.129 5.283
C: 2.765 -1.085 5.963
C: 0.570 -0.863 3.647
C: -0.365 -1.192 4.643
C: -1.565 -1.778 4.309
C: -1.843 -2.094 2.986
S: -3.488 -2.648 2.527
O: -3.370 -3.616 1.480
O: -4.197 -2.991 3.725
N: -4.255 -1.324 1.874
C: -4.657 -0.272 2.773
C: -3.509 0.681 3.129
C: -2.538 0.887 1.994
C: -1.482 1.778 2.158
C: -0.560 1.985 1.150
C: -0.691 1.306 -0.052
C: -1.727 0.409 -0.220
C: -2.644 0.180 0.799
C: -3.739 -0.839 0.617
C: -0.909 -1.868 2.009
C: 0.296 -1.234 2.316
C: 1.205 -0.918 1.205
O: 0.976 -1.311 0.063
H: -1.477 -2.863 -1.824
H: -2.264 -3.595 -3.221
H: -2.482 -1.877 -2.894
H: 0.135 -3.236 -3.695
H: -0.848 -2.213 -4.744
H: -0.470 -0.286 -3.209
H: 0.490 -1.318 -2.151
H: 1.155 -0.624 -5.052
H: 2.080 -1.730 -4.040
H: 2.826 2.214 -3.857
H: 2.399 1.297 -5.312
H: 0.417 2.248 -3.188
H: 0.001 1.471 -4.716
H: 1.036 3.366 -5.961
H: 1.414 4.157 -4.431
H: -0.673 5.083 -5.401
H: -1.022 4.254 -3.882
H: -1.398 3.475 -5.418
H: 3.606 -1.067 -2.772
H: 4.287 0.231 -3.774
H: 3.695 1.851 -1.890
H: 4.903 0.637 -1.443
H: 2.170 -0.191 -0.908
H: 3.430 0.745 3.165
H: 1.278 0.492 5.849
H: 2.870 0.938 5.236
H: 2.062 -1.914 6.005
H: 3.644 -1.408 5.412
H: 3.064 -0.829 6.976
H: -0.171 -0.969 5.680
H: -2.306 -2.009 5.058
H: -5.052 -0.757 3.667
H: -5.467 0.279 2.285
H: -3.923 1.647 3.429
H: -2.956 0.288 3.987
H: -1.390 2.313 3.093
H: 0.258 2.673 1.298
H: 0.024 1.460 -0.845
H: -1.818 -0.141 -1.143
H: -3.382 -1.708 0.062
H: -4.573 -0.398 0.054
H: -1.086 -2.166 0.989

---

ORCA calculation (the ωB97M-V functional and the def2-TZVPD basis) on a structure of composition C31H43As2I2NRuS3SeSi2.

Frontier orbital gap (alpha / beta): 6.913 / 5.246 eV
Multiplicity: 2
Largest force on an atom: 1.632 eV/A
Energy above the lowest of the compared OMol25 structures with the same formula, charge and spin: 0.0 kcal/mol
LUMO level (alpha / beta): -3.1148 / -4.9354 eV
Charge: +1
⟨S²⟩: 0.777

Atoms and positions in Å:
Ru: 0.729 0.625 0.404
C: 3.219 2.778 1.031
C: 3.697 1.787 2.087
S: 2.740 0.234 2.220
C: 1.888 0.484 3.815
C: 0.381 0.300 3.812
S: -0.568 0.840 2.369
C: -0.568 2.659 2.590
C: 0.779 3.323 2.321
S: 1.458 2.795 0.698
H: 3.663 2.560 0.059
H: 3.502 3.801 1.284
H: 3.734 2.240 3.077
H: 4.715 1.485 1.844
H: 2.161 1.466 4.191
H: 2.314 -0.240 4.510
H: -0.055 0.815 4.671
H: 0.116 -0.752 3.929
H: -0.924 2.880 3.596
H: -1.324 3.031 1.888
H: 1.493 3.080 3.103
H: 0.675 4.407 2.277
I: -0.937 -1.790 -0.138
I: -3.322 -3.857 -0.147
C: -2.029 -0.282 -5.160
C: -0.989 0.621 -4.978
C: -0.738 1.145 -3.720
C: -1.532 0.765 -2.643
C: -2.584 -0.123 -2.826
C: -2.827 -0.651 -4.086
As: -1.138 1.496 -0.899
C: -2.863 1.538 -0.005
C: -3.578 0.495 0.580
C: -4.816 0.747 1.150
C: -5.335 2.038 1.145
C: -4.620 3.078 0.569
C: -3.381 2.834 -0.011
C: -2.524 3.864 -0.650
C: -2.853 5.206 -0.794
C: -1.972 6.069 -1.430
C: -0.760 5.603 -1.923
C: -0.416 4.266 -1.781
C: -1.299 3.407 -1.144
H: -2.221 -0.692 -6.143
H: -0.372 0.920 -5.814
H: 0.076 1.853 -3.589
H: -3.224 -0.412 -1.999
H: -3.644 -1.347 -4.224
H: -3.194 -0.525 0.597
H: -5.376 -0.066 1.592
H: -6.303 2.233 1.588
H: -5.036 4.077 0.570
H: -3.797 5.584 -0.426
H: -2.235 7.112 -1.545
H: -0.078 6.279 -2.421
H: 0.536 3.918 -2.159
C: 3.499 -4.203 -1.812
Si: 1.724 -3.641 -1.723
C: 1.264 -2.677 -3.248
C: 0.487 -5.029 -1.538
As: 1.578 -2.256 0.298
Si: 1.481 -3.981 2.016
C: 2.203 -3.225 3.570
C: 2.620 -5.378 1.523
C: -0.272 -4.534 2.278
H: 3.606 -4.889 -2.656
H: 3.846 -4.722 -0.918
H: 4.155 -3.350 -1.998
H: 1.224 -3.408 -4.062
H: 2.000 -1.920 -3.513
H: 0.282 -2.204 -3.182
H: 0.594 -5.701 -2.395
H: -0.539 -4.654 -1.554
H: 0.615 -5.629 -0.640
H: 3.276 -3.050 3.465
H: 2.053 -3.921 4.399
H: 1.725 -2.285 3.851
H: 3.646 -5.023 1.397
H: 2.324 -5.928 0.634
H: 2.632 -6.086 2.357
H: -0.899 -3.733 2.672
H: -0.277 -5.349 3.008
H: -0.737 -4.902 1.363
Se: 2.143 0.398 -1.682
C: 2.517 2.104 -2.233
N: 2.782 3.171 -2.588

---

ORCA calculation (the ωB97M-V functional and the def2-TZVPD basis) on a structure of composition C31H43BrF9I2N4O7S.

Frontier orbital gap: 6.073 eV
Multiplicity: 1
Largest force on an atom: 3.234 eV/A
LUMO level: -4.5703 eV
Charge: +1

Atoms and positions in Å:
C: -5.995 0.115 2.678
C: -5.607 1.472 3.263
S: -3.800 1.566 3.479
C: -3.360 2.448 1.951
N: -1.966 2.869 1.935
C: -1.606 3.748 3.041
C: -0.368 3.281 3.779
N: 0.409 4.021 4.432
C: -1.126 2.502 0.989
N: -1.434 1.551 0.056
C: -1.630 0.104 0.321
C: -2.027 -0.364 1.708
C: -1.706 -1.863 1.872
C: -0.418 -1.974 2.706
C: -2.865 -2.472 2.660
C: -2.656 -3.926 3.073
C: -2.460 -4.762 1.841
C: -1.312 -5.331 1.458
C: -1.150 -5.741 0.006
C: -0.189 -5.645 2.392
C: -0.449 1.821 -1.021
I: -0.355 0.382 -2.657
C: -1.089 3.042 -1.782
C: -2.553 2.802 -2.190
C: 0.834 2.147 -0.213
C: 1.364 1.110 0.835
C: 2.437 0.057 0.547
O: 3.419 -0.013 1.270
Br: 2.261 -1.305 -0.828
C: 1.961 2.746 -1.051
F: 1.511 3.690 -1.899
F: 2.418 1.748 -1.852
C: 3.245 3.322 -0.341
F: 3.331 4.636 -0.629
F: 3.234 3.220 0.994
C: 4.593 2.739 -0.874
F: 4.725 1.430 -0.663
F: 4.770 3.053 -2.164
F: 5.561 3.369 -0.164
N: 0.108 3.034 0.801
I: 0.446 5.067 0.765
H: -5.621 -0.670 3.319
H: -7.068 0.057 2.552
H: -5.550 0.039 1.694
H: -5.899 2.243 2.561
H: -6.061 1.645 4.226
H: -3.956 3.354 1.905
H: -3.610 1.863 1.076
H: -2.398 3.733 3.779
H: -1.530 4.782 2.741
H: -0.219 2.206 3.744
H: 0.109 4.996 4.366
H: -2.329 -0.300 -0.399
H: -0.695 -0.407 0.104
H: -3.097 -0.256 1.821
H: -1.544 0.214 2.488
H: -1.588 -2.347 0.909
H: 0.127 -2.884 2.518
H: -0.665 -1.906 3.758
H: 0.229 -1.128 2.494
H: -3.786 -2.360 2.093
H: -2.990 -1.854 3.548
H: -3.534 -4.260 3.621
H: -1.818 -4.001 3.752
H: -3.331 -4.880 1.210
H: -1.719 -5.060 -0.605
H: -1.512 -6.754 -0.130
H: -0.097 -5.697 -0.244
H: 0.665 -4.981 2.259
H: -0.496 -5.570 3.424
H: 0.169 -6.649 2.199
H: -1.046 3.971 -1.224
H: -0.524 3.203 -2.685
H: -2.709 3.154 -3.198
H: -3.186 3.420 -1.560
H: -2.892 1.784 -2.074
H: 1.781 1.711 1.626
H: 0.535 0.591 1.300
C: 0.090 -3.384 -6.075
C: -0.203 -3.118 -4.617
O: -1.582 -3.382 -4.522
C: -1.886 -4.310 -5.490
O: -2.882 -4.934 -5.526
O: -0.867 -4.402 -6.381
F: 0.017 -1.807 -4.276
H: -0.102 -2.505 -6.691
H: 1.103 -3.734 -6.254
H: 0.339 -3.758 -3.920
C: 7.676 1.531 -2.837
C: 8.839 2.266 -3.461
O: 9.423 1.268 -4.277
C: 8.430 0.402 -4.640
O: 8.507 -0.390 -5.509
O: 7.333 0.591 -3.858
F: 9.740 2.671 -2.533
H: 7.976 0.997 -1.934
H: 6.840 2.180 -2.611
H: 8.558 3.119 -4.080

---

Repeat the first record exactly.
ORCA calculation (the ωB97M-V functional and the def2-TZVPD basis) on a structure of composition C31H42N2NaO2P2S.

Frontier orbital gap: 8.205 eV
Multiplicity: 1
Largest force on an atom: 0.636 eV/A
Energy above the lowest of the compared OMol25 structures with the same formula, charge and spin: 2.7 kcal/mol
LUMO level: -2.7092 eV
Charge: +1

Atoms and positions in Å:
Na: 0.352 -0.876 0.161
C: -3.368 0.006 -1.178
P: -2.484 -0.387 0.379
C: -3.267 0.804 1.535
C: -3.290 -1.965 0.881
C: -4.684 -2.046 0.871
C: -5.343 -3.206 1.230
C: -4.610 -4.322 1.609
C: -3.230 -4.258 1.626
C: -2.549 -3.092 1.270
P: -0.711 -3.083 1.308
C: -0.342 -3.872 2.919
C: -0.317 -4.447 0.144
H: -4.447 0.091 -1.048
H: -3.159 -0.778 -1.907
H: -2.993 0.954 -1.570
H: -4.355 0.742 1.521
H: -2.970 1.817 1.256
H: -2.920 0.615 2.551
H: -5.270 -1.185 0.576
H: -6.424 -3.243 1.213
H: -5.114 -5.237 1.890
H: -2.671 -5.138 1.920
H: -0.786 -4.862 3.019
H: -0.704 -3.240 3.730
H: 0.740 -3.968 3.021
H: -0.820 -5.377 0.413
H: 0.760 -4.618 0.141
H: -0.620 -4.166 -0.865
C: -0.429 2.929 -0.842
C: -0.261 3.176 -2.335
C: 0.977 2.501 -2.913
N: 0.976 1.039 -2.766
C: 0.044 0.144 -3.094
S: 0.057 -1.426 -2.470
N: -0.987 0.521 -3.910
C: -1.045 1.374 -5.044
O: -2.110 1.853 -5.334
C: 0.184 1.550 -5.858
C: 0.292 2.715 -6.614
C: 1.407 2.914 -7.409
C: 2.399 1.943 -7.467
C: 2.276 0.769 -6.736
C: 1.170 0.570 -5.925
H: -1.285 3.475 -0.448
H: 0.454 3.249 -0.286
H: -0.592 1.868 -0.630
H: -0.162 4.246 -2.533
H: -1.158 2.857 -2.867
H: 1.858 2.830 -2.360
H: 1.138 2.781 -3.955
H: 1.772 0.628 -2.303
H: -1.835 -0.014 -3.784
H: -0.503 3.447 -6.570
H: 1.501 3.821 -7.991
H: 3.266 2.096 -8.096
H: 3.037 0.004 -6.806
H: 1.066 -0.356 -5.375
C: 2.363 2.108 6.898
C: 2.524 1.411 5.580
C: 3.574 0.533 5.353
C: 3.738 -0.105 4.133
C: 4.916 -1.035 3.973
C: 2.802 0.135 3.104
C: 3.021 -0.540 1.828
O: 2.276 -0.530 0.856
C: 1.722 1.023 3.322
C: 0.676 1.332 2.284
C: 1.614 1.645 4.552
H: 3.121 1.796 7.613
H: 1.381 1.900 7.326
H: 2.438 3.188 6.770
H: 4.287 0.343 6.146
H: 5.454 -1.111 4.916
H: 5.620 -0.675 3.223
H: 4.612 -2.043 3.689
H: 3.959 -1.104 1.744
H: 1.119 1.501 1.304
H: 0.112 2.220 2.565
H: -0.039 0.508 2.203
H: 0.796 2.336 4.719

---

What is the charge in the fifth record? +1